(1)
A molecular structure, C5H11N3O, computed with ωB97M-V with the def2-TZVPD basis set.

The calculation puts the lowest unoccupied orbital energy (alpha / beta) at 0.68 / 0.38 eV. Its charge is 0. As for the energy relative to the best compared isomer or geometry (same formula, charge and spin): 142.5 kcal/mol. The value obtained for the HOMO-LUMO gap (alpha / beta) is 7.38 / 6.53 eV.

Each line ends with the Mulliken charge.
Cartesian coordinates (Å):
C 0.07263 1.21536 1.53063  -1.997
C -0.93747 -1.05378 -1.50691  -1.444
N 1.39181 0.85743 -0.44300  -0.511
C 0.22824 0.36809 0.27903  1.202
C -0.95477 -0.09184 -0.37178  0.566
N -2.16310 0.27614 0.07864  -0.386
C 1.52052 -0.82950 0.36872  -0.134
O 1.36155 0.75326 -1.88085  -0.375
N 1.86506 -1.29486 1.49646  -0.771
H 2.23150 1.08981 -2.13332  0.327
H -2.24349 0.86273 0.89429  0.196
H -2.98406 -0.23057 -0.21554  0.220
H 1.25817 -0.99504 2.25841  0.249
H 1.92326 -1.33389 -0.50804  0.443
H -0.45762 0.67824 2.32093  0.428
H 1.05629 1.47968 1.91291  0.452
H -0.42891 2.15451 1.28967  0.457
H -0.83228 -2.07464 -1.13577  0.295
H -0.06269 -0.84790 -2.12673  0.311
H -1.84464 -0.98323 -2.10774  0.472

***

(2)
A molecular structure, C33H39LiN3O4Si, computed with ωB97M-V with the def2-TZVPD basis set.

The calculation puts the lowest unoccupied orbital energy at 2.08 eV. Its charge is -1. As for the energy relative to the best compared isomer or geometry (same formula, charge and spin): 0.0 kcal/mol. The value obtained for the HOMO-LUMO gap is 4.77 eV.

Each line ends with the Mulliken charge.
Cartesian coordinates (Å):
Li -0.82538 0.27406 -0.65057  0.682
O -4.01114 0.47815 -3.15260  -0.613
C -3.01783 0.77062 -2.23978  0.207
O -1.89808 0.20691 -2.40752  -0.820
C -3.32672 1.66157 -1.22765  -0.049
C -4.61742 2.10726 -0.79897  -0.856
C -4.79996 2.44305 0.50331  -0.751
C -3.73268 2.14267 1.46077  -0.224
C -2.49184 1.87667 1.03296  0.169
N -2.21542 2.02567 -0.36829  1.558
C -1.36250 1.29772 1.87189  -0.448
O -1.36389 1.46080 3.09656  -0.836
O -0.54138 0.60190 1.18021  -0.420
H -3.58100 -0.14778 -3.74903  0.345
H -5.44284 2.10951 -1.50456  0.450
H -5.76753 2.77469 0.86007  0.382
H -3.95198 2.02492 2.51578  0.493
C 1.29807 -6.14702 1.35285  -2.132
C -0.14525 -5.81929 0.96816  2.054
C -1.03209 -6.01082 2.20652  -1.622
C -0.58809 -6.79212 -0.13454  -1.670
C -0.29755 -4.38779 0.45840  0.425
C -1.55083 -3.90376 0.09238  -0.829
C -1.66505 -2.60751 -0.37566  -0.785
N -0.63015 -1.78372 -0.48376  -0.256
C 0.56953 -2.21710 -0.12589  -0.913
C 0.77458 -3.51440 0.33220  0.721
C 1.67520 -1.21315 -0.24043  -0.267
C 2.92593 -1.43214 0.32390  0.368
C 3.92160 -0.47133 0.22478  0.455
C 3.59935 0.69251 -0.46459  -0.724
C 2.32910 0.83626 -0.99037  -0.826
N 1.38084 -0.08916 -0.88894  -0.242
C 5.29729 -0.63181 0.86309  2.160
C 5.46456 0.44820 1.94096  -1.618
C 6.38073 -0.45895 -0.20961  -1.692
C 5.47735 -2.00391 1.51320  -2.143
H 1.34916 -7.17459 1.71910  0.427
H 1.66030 -5.48906 2.14581  0.416
H 1.97106 -6.06388 0.49628  0.398
H -0.91938 -7.02696 2.59428  0.450
H -2.08632 -5.85306 1.97396  0.324
H -0.75354 -5.30677 2.99347  0.374
H -0.48137 -7.82484 0.20858  0.451
H 0.02274 -6.66090 -1.03079  0.375
H -1.63109 -6.63081 -0.41148  0.337
H -2.43854 -4.51845 0.17037  0.396
H -2.62641 -2.20194 -0.67612  0.459
H 1.77181 -3.83922 0.59005  0.425
H 3.10582 -2.34337 0.87360  0.394
H 4.30914 1.50224 -0.57551  0.383
H 2.05135 1.75048 -1.50545  0.382
H 5.39447 1.44984 1.51284  0.331
H 6.44007 0.35040 2.42480  0.444
H 4.68751 0.35617 2.70246  0.380
H 6.33653 0.52830 -0.67157  0.322
H 6.26632 -1.20671 -0.99824  0.380
H 7.37126 -0.57836 0.23711  0.461
H 4.77345 -2.15417 2.33497  0.394
H 6.48675 -2.08058 1.92271  0.433
H 5.34404 -2.81063 0.78845  0.420
C 0.00044 3.78832 0.45795  -1.313
Si -1.25027 3.39087 -0.86740  0.294
C -0.37716 3.07521 -2.49794  -1.082
C -2.40972 4.86414 -1.09606  0.786
C -2.59507 5.80763 -0.08257  -0.413
C -3.56244 6.80065 -0.18304  -0.600
C -4.37593 6.86491 -1.30573  -0.385
C -4.21046 5.93810 -2.32734  -0.748
C -3.23655 4.95387 -2.22245  -0.390
H 0.56846 4.68697 0.19564  0.459
H 0.68831 2.94706 0.58623  0.214
H -0.48428 3.94665 1.42612  0.343
H 0.57322 3.61953 -2.52071  0.374
H -0.98015 3.42745 -3.33836  0.359
H -0.19338 2.00886 -2.65559  0.264
H -1.98004 5.75790 0.81058  0.242
H -3.69082 7.51639 0.62122  0.371
H -5.14078 7.62914 -1.38177  0.354
H -4.84899 5.97632 -3.20295  0.365
H -3.13705 4.22552 -3.02072  0.217

***

(3)
A gas-phase ion, C4H6N3 (charge +1), computed with ωB97M-V with the def2-TZVPD basis set.

The calculation puts the lowest unoccupied orbital energy at -4.76 eV. Its charge is +1. As for the energy relative to the best compared isomer or geometry (same formula, charge and spin): 70.2 kcal/mol. Its SMILES is C/C=N/C=C\[N+]#N. The value obtained for the HOMO-LUMO gap is 9.29 eV.

Each line ends with the Mulliken charge.
Cartesian coordinates (Å):
C -0.61781 1.32197 0.68330  -1.053
C -0.70865 0.19466 -0.25981  0.147
N 0.03601 -0.79937 -0.22948  -0.118
C 0.88217 -1.69145 -0.48477  0.043
C 1.89319 -1.44206 -1.42566  -0.282
N 1.68108 -0.36333 -2.11736  0.468
N 1.05965 0.49816 -2.45384  -0.351
H 0.12560 1.41495 1.49663  0.322
H -0.55311 2.27666 0.21814  0.340
H -1.56285 1.53273 1.22143  0.338
H -1.57347 0.08257 -1.00069  0.383
H 0.95881 -2.65227 -0.08706  0.419
H 2.58365 -2.20645 -1.77527  0.345

***

(4)
11 unconnected molecules or ions with the total composition C56H114F2N11O10S2, computed with ωB97M-V with the def2-TZVPD basis set.

The calculation puts the lowest unoccupied orbital energy at -6.22 eV. Its charge is +3. The value obtained for the HOMO-LUMO gap is 6.53 eV.

Each line ends with the Mulliken charge.
Cartesian coordinates (Å):
C -6.15444 -5.99205 -4.76592  -1.023
C -4.71082 -5.36873 -4.93548  -0.561
N -4.10883 -5.09432 -3.69656  0.320
C -2.86502 -5.54203 -3.15351  -0.931
C -2.68129 -4.97078 -1.88776  -0.137
N -3.75197 -4.10846 -1.63758  0.595
C -4.53731 -4.11710 -2.77987  -0.393
C -3.90413 -3.28625 -0.42531  -0.546
H -6.42287 -5.96513 -5.82200  0.371
H -6.80393 -5.35130 -4.16952  0.342
H -6.14169 -7.07624 -4.65415  0.325
H -4.83920 -4.42318 -5.46232  0.329
H -4.04493 -6.04495 -5.47158  0.361
H -2.31721 -6.28904 -3.70872  0.534
H -1.96041 -5.09442 -1.09313  0.586
H -5.50880 -3.64832 -2.72633  0.450
H -3.31415 -3.58180 0.44225  -0.078
H -4.90962 -3.25017 -0.00604  0.367
H -3.60011 -2.27289 -0.68756  0.287
C -1.57078 3.67877 -6.10442  -1.426
C -1.68650 4.24832 -4.71369  0.462
N -2.27682 3.24968 -3.71901  0.317
C -2.08754 3.34029 -2.37503  -1.840
C -2.75982 2.32636 -1.71613  0.154
N -3.28324 1.61458 -2.71711  0.377
C -3.05590 2.20714 -3.92688  -0.448
C -4.11821 0.46555 -2.48671  -0.677
H -1.07420 2.71184 -6.18523  0.216
H -0.85859 4.29111 -6.65753  0.429
H -2.50841 3.49084 -6.62749  0.437
H -2.18405 5.21542 -4.64119  0.380
H -0.63314 4.28692 -4.43609  -0.237
H -1.58948 4.20222 -1.95621  1.010
H -2.97091 2.13652 -0.67411  0.637
H -3.31222 1.81621 -4.90046  0.434
H -3.87805 0.09425 -1.49043  -0.110
H -3.86801 -0.23883 -3.28002  0.452
H -5.19552 0.60713 -2.57301  0.393
C 4.85912 5.41782 -3.90557  -1.020
C 4.24137 4.20995 -4.63293  -0.591
N 3.49632 3.40904 -3.68719  0.247
C 2.19384 3.78190 -3.16879  -1.832
C 1.81968 2.95666 -2.04962  -0.448
N 2.95075 2.13897 -1.89364  0.539
C 3.96087 2.45930 -2.83333  -0.286
C 3.04994 1.16220 -0.80424  0.340
H 5.49192 6.02007 -4.55745  0.419
H 5.45495 5.17976 -3.02442  0.300
H 4.09290 6.12038 -3.57779  0.279
H 4.94236 3.56375 -5.16126  0.427
H 3.40710 4.59411 -5.21988  0.257
H 1.61014 4.58139 -3.60066  0.529
H 0.94916 2.83869 -1.42140  1.364
H 4.93807 1.99969 -2.81807  0.571
H 4.10897 0.90747 -0.76349  0.411
H 2.48465 0.23651 -0.91206  -0.417
H 2.71651 1.57883 0.14621  -0.358
C 3.18858 7.53139 0.38830  -1.483
C 2.86171 6.37340 1.35722  -0.106
C 1.55811 5.70788 0.82719  -0.720
N 0.89640 4.81744 1.87158  0.845
C 1.82054 3.62311 2.32185  -1.638
C 0.44023 5.70744 3.12545  -0.620
C -1.09572 5.55834 3.24249  -0.603
C -1.46120 5.18689 1.77056  -0.943
C -0.43934 4.24144 1.32362  2.040
H 4.11165 8.00455 0.72322  0.407
H 2.48087 8.33846 0.19888  0.401
H 3.28443 7.34499 -0.68136  0.251
H 2.84998 6.77105 2.37203  0.377
H 3.71542 5.75060 1.09000  0.296
H 1.89921 4.98718 0.08399  0.002
H 0.72012 6.31320 0.48156  0.680
H 1.37031 3.19375 3.21686  0.474
H 2.78366 4.09142 2.52481  0.759
H 1.83097 2.87938 1.52508  0.253
H 1.15428 5.63026 3.94537  0.486
H 0.54111 6.73006 2.76192  0.351
H -1.43628 4.81158 3.95977  -0.016
H -1.48425 6.54892 3.47886  0.558
H -2.45612 4.74657 1.70473  0.590
H -1.32376 6.02020 1.08150  0.477
H -0.58985 3.25867 1.77039  -1.816
H -0.55161 4.13256 0.24490  -0.556
C 3.08423 1.03927 4.57939  -1.040
C 2.92158 -0.44284 4.18840  1.696
C 4.10150 -1.37641 4.63922  -1.245
N 4.01994 -2.86576 4.02716  0.414
C 2.99007 -3.75167 4.76487  -0.667
C 5.36625 -3.62472 4.11394  -0.491
C 5.32724 -4.68743 3.01644  -0.949
C 4.44975 -4.02363 1.89741  -0.116
C 3.83023 -2.82703 2.50140  -0.029
H 2.41768 1.33982 5.38777  0.328
H 2.80461 1.76545 3.81612  -0.244
H 4.13249 1.22269 4.81518  0.551
H 2.86196 -0.48842 3.10098  -0.333
H 1.98275 -0.78895 4.62071  -0.520
H 4.24089 -1.48089 5.71521  0.360
H 5.00173 -0.92519 4.22200  0.442
H 1.97122 -3.51826 4.45572  0.118
H 3.05052 -3.62752 5.84608  0.310
H 3.13723 -4.80001 4.50518  0.357
H 5.45010 -4.06608 5.10706  0.380
H 6.16573 -2.89960 3.96181  0.439
H 4.70004 -5.50856 3.36355  0.332
H 6.29811 -4.91638 2.57699  0.396
H 3.65920 -4.68475 1.54234  0.106
H 4.96776 -3.87121 0.95056  0.349
H 2.75113 -2.90077 2.36650  -0.174
H 4.05287 -1.88756 1.99549  0.159
C -0.60773 -1.33491 6.20417  -1.502
C -1.02108 -0.56993 4.97276  1.637
C -2.29191 0.19696 5.22471  -1.192
N -3.06782 0.81118 3.95268  0.861
C -2.36770 2.13850 3.61477  -0.778
C -3.17665 -0.04017 2.69552  -0.036
C -4.21120 -1.02102 3.07743  -0.279
C -5.33953 -0.16093 3.76028  -0.818
C -4.56737 1.08482 4.24812  -0.600
H 0.42932 -1.66903 6.17257  0.239
H -1.30516 -2.15475 6.37600  0.431
H -0.57674 -0.64312 7.04592  0.403
H -1.07150 -1.26921 4.13816  -0.146
H -0.30792 0.18168 4.63426  -0.521
H -2.08368 1.14531 5.72005  0.324
H -3.00440 -0.48007 5.69596  0.483
H -2.63253 2.34724 2.57824  -0.165
H -1.28206 2.07792 3.53849  0.262
H -2.71088 2.86126 4.35501  0.566
H -3.43689 0.54973 1.81665  -0.110
H -2.18934 -0.32993 2.33586  -0.107
H -4.47754 -1.60487 2.19636  0.195
H -3.72982 -1.72809 3.75304  0.316
H -6.08277 0.11102 3.01078  0.224
H -5.93789 -0.64968 4.52917  0.381
H -4.98595 1.94870 3.73177  0.337
H -4.71896 1.16652 5.32443  0.423
C 2.34419 -5.33046 -2.32033  -1.584
C 1.41351 -4.10186 -2.54978  0.992
C 1.74996 -3.25165 -3.81152  -0.758
N 0.74852 -2.12582 -4.15398  0.452
C -0.67470 -2.74849 -4.43221  -1.002
C 1.27037 -1.16118 -5.28188  -0.790
C 0.44734 0.13305 -5.19454  -0.782
C -0.03819 0.14618 -3.67755  1.169
C 0.65655 -1.07039 -3.05352  -0.463
H 2.33041 -6.14554 -3.04389  0.416
H 2.13031 -5.89113 -1.41039  0.372
H 3.40094 -5.10938 -2.17031  0.360
H 1.39877 -3.51672 -1.63026  -0.162
H 0.41301 -4.53329 -2.51884  -0.381
H 1.71675 -3.91818 -4.67334  0.546
H 2.72014 -2.79255 -3.62155  0.283
H -0.61784 -3.46787 -5.24913  0.331
H -1.31965 -1.91314 -4.70490  0.457
H -1.05355 -3.20568 -3.51812  0.259
H 1.11952 -1.67223 -6.23276  0.502
H 2.33685 -1.03165 -5.09757  0.293
H -0.32205 0.15539 -5.96630  0.323
H 1.00661 1.02984 -5.46114  0.470
H -1.10846 -0.05356 -3.62546  -0.130
H 0.38355 0.86977 -2.97993  -0.588
H 0.04780 -1.54126 -2.28163  0.639
H 1.69627 -0.84112 -2.82005  -0.382
N -1.73181 -5.66636 1.02874  0.159
S -0.20291 -5.32797 1.78241  0.648
O 0.58565 -6.43387 2.22524  -0.582
O 0.04488 -4.04471 2.40005  -0.330
F 0.55215 -5.10713 0.32752  -0.203
S -2.49880 -5.89540 2.17228  0.619
O -2.85184 -4.62283 2.81139  -0.458
O -2.42294 -7.14989 2.91815  -0.638
F -3.89150 -6.20332 1.40068  -0.337
C 5.45157 -2.22606 -0.99121  -0.451
C 5.46048 -1.30110 -2.25684  0.218
O 4.36108 -0.99536 -2.85642  -0.560
O 6.54914 -0.79950 -2.60301  -0.728
H 5.74295 -1.68872 -0.08873  0.251
H 6.23289 -2.91745 -1.30680  0.434
H 4.60997 -2.88154 -0.76723  -0.090
C -6.65410 3.08770 1.38522  -1.347
C -5.34419 2.83356 0.67483  0.719
O -4.36518 3.57902 0.75721  -0.645
O -5.38117 1.81958 -0.06027  -0.628
H -6.58707 3.85077 2.16067  0.280
H -7.02404 2.11031 1.69498  0.311
H -7.27566 3.49443 0.58751  0.434
C 0.30907 -0.97989 0.80596  0.679
C 0.03599 0.51415 1.08107  -0.054
O -0.36716 1.28452 0.18867  -0.156
O 0.39469 0.85882 2.18151  0.301
H 0.82002 -1.13601 -0.14413  -0.680
H -0.62370 -1.53086 0.68579  0.119
H 0.94356 -1.52904 1.50164  -0.523

***

Question: Look up the charge of the second one.
Answer: -1

***

Question: charge of number 1 (C5H11N3O)?
Answer: 0